# 1
C5H15NO | the ωB97M-V functional and the def2-TZVPD basis

```
22
Properties=species:S:1:pos:R:3:forces:R:3
C -0.1538 0.7660 -2.5150 -0.4 -0.8 -0.3
C -1.2560 0.0456 -1.7113 0.3 0.3 -1.0
C -1.0737 0.2704 -0.2262 -0.7 0.2 0.9
C -0.0612 -0.7375 0.3159 0.2 1.8 -1.1
N 0.2057 -0.5733 1.7206 -1.6 -2.0 0.0
C 0.8553 -1.6188 2.4338 0.9 -0.3 0.4
H -0.4047 1.8077 -2.5619 0.2 0.7 0.2
H -0.1256 0.4320 -3.5588 0.0 -0.1 0.3
H 0.8366 0.6282 -2.0796 0.0 0.1 -0.1
H -2.2146 0.4028 -2.0793 -0.2 0.2 0.3
H -1.2904 -1.0125 -1.9627 0.2 -0.3 0.2
H -0.7881 1.3111 -0.0151 0.3 -0.2 -0.2
H -2.0125 0.1447 0.3389 0.1 -0.2 -0.3
H -0.4776 -1.7185 0.0752 0.3 -0.6 0.5
H 0.8755 -0.6195 -0.2545 0.0 -0.4 0.3
H -0.6183 -0.2453 2.2301 0.3 0.9 0.1
H 1.3238 -1.2826 3.3591 0.2 0.4 -0.1
H 0.1039 -2.3221 2.8140 -0.4 0.0 -0.2
H 1.5576 -2.1701 1.8194 0.1 0.1 -0.1
H 1.4312 1.3946 0.5690 0.2 0.2 -0.1
H 1.4790 2.8554 0.9829 0.3 0.0 -0.3
O 1.8078 2.2416 0.3053 -0.4 0.0 0.4
```
Forces are in eV/Å.

## Properties
- net charge = +1
- multiplicity = 2
- HOMO (alpha / beta) (eV) = -15.008 / -15.002
- ΔE to the lowest compared entry with this formula, charge and spin (kcal per mole) = 21.9
- lowest unoccupied orbital energy (alpha / beta) (eV) = -3.37 / -8.41
- DFT total energy (eV) = -8956.93614
- F_max (hartree/bohr) = 0.05029
- <S²> = 0.754



# 2
C2H4ClNS | the ωB97M-V functional and the def2-TZVPD basis

```
9
Properties=species:S:1:pos:R:3:forces:R:3
C -4.0319 1.4690 -0.3702 0.1 0.2 -0.6
C -1.0741 0.0895 0.4429 -2.2 1.1 0.2
N -1.2086 -0.5527 -0.8418 -0.9 -0.7 -1.9
S -4.3667 0.9819 1.0210 -0.4 -0.1 0.5
Cl -1.3674 -2.3555 -0.8460 0.1 1.5 0.5
H -2.0461 -0.2652 -1.4157 1.1 -0.2 1.2
H -0.9552 1.1972 0.1941 -0.5 -1.2 0.2
H -2.0844 -0.0297 1.1058 3.1 0.1 -0.9
H -0.0895 -0.1595 0.8290 -0.4 -0.5 0.7
```
Forces are in eV/Å.

## Properties
- multiplicity = 1
- HOMO (eV) = -9.285
- ΔE to the lowest compared entry with this formula, charge and spin (kcal per mole) = 91.9
- lowest unoccupied orbital energy (eV) = -0.44
- DFT total energy (eV) = -26982.63723
- F_max (hartree/bohr) = 0.06206



# 3
C2H6N4 | the ωB97M-V functional and the def2-TZVPD basis

```
12
Properties=species:S:1:pos:R:3:forces:R:3
C 1.6404 0.5793 0.0221 0.0 0.0 0.2
C 0.5148 -0.3774 0.0273 -0.2 -0.9 1.0
N -1.7184 0.7289 0.1367 0.7 -0.3 -0.1
N -0.8081 -0.1410 -0.3786 -1.2 -2.5 -0.2
N 0.4312 -1.6448 0.2977 1.9 0.6 -1.0
N -0.9373 -1.7213 0.0678 -1.4 3.0 -0.2
H -1.6704 0.8954 1.1389 -0.2 0.4 -0.5
H -2.0621 1.3884 -0.5497 0.0 0.0 0.7
H -1.1609 -2.1765 -0.8188 0.4 -0.4 0.0
H 1.7310 1.0489 -0.9590 0.0 -0.1 0.0
H 2.5608 0.0509 0.2567 0.0 0.0 0.0
H 1.4791 1.3692 0.7590 0.1 0.0 0.0
```
Forces are in eV/Å.

## Properties
- multiplicity = 1
- HOMO (eV) = -9.063
- ΔE to the lowest compared entry with this formula, charge and spin (kcal per mole) = 96.6
- lowest unoccupied orbital energy (eV) = 0.97
- DFT total energy (eV) = -8127.90355
- F_max (hartree/bohr) = 0.06552



# 4
C5H10O | the ωB97M-V functional and the def2-TZVPD basis

```
16
Properties=species:S:1:pos:R:3:forces:R:3
C -1.3055 1.2330 -1.1267 0.0 0.3 -0.2
C 0.0768 0.5370 -1.3441 -0.1 0.0 0.0
C -0.1337 -0.5684 -0.3663 0.0 -0.2 0.1
O -0.6141 -1.6376 -0.6727 0.3 0.1 0.1
C 0.1567 -0.1981 1.0760 0.0 -0.1 0.1
C 1.2654 -1.1654 1.4795 0.1 -0.1 0.1
H -1.1569 2.2378 -0.7340 -0.2 0.1 -0.3
H -1.9184 1.2382 -2.0272 0.2 0.2 0.0
H -1.8995 0.7003 -0.3690 0.2 0.2 -0.3
H 0.8985 1.2038 -1.0538 -0.2 -0.2 0.0
H 0.3005 0.1344 -2.3373 -0.5 0.2 0.1
H -0.7508 -0.3247 1.6775 0.2 -0.2 -0.1
H 0.4675 0.8533 1.1555 -0.1 -0.3 0.0
H 2.1688 -0.9387 0.8986 -0.1 -0.1 0.2
H 1.5142 -1.1340 2.5425 -0.1 0.0 -0.1
H 0.9306 -2.1707 1.2015 0.2 0.1 0.3
```
Forces are in eV/Å.

## Properties
- SMILES string = CCC(=O)CC
- multiplicity = 1
- HOMO (eV) = -9.399
- ΔE to the lowest compared entry with this formula, charge and spin (kcal per mole) = 12.4
- lowest unoccupied orbital energy (eV) = 1.03
- DFT total energy (eV) = -7394.22689
- F_max (hartree/bohr) = 0.01097